79
Properties=species:S:1:pos:R:3:forces:R:3 method="wB97M-V/def2-TZVPD" mol_weight_g_mol=533.68 s2=6.01 total_energy_ev=-43185.5061 homo_lumo_gap_ev="8.63 / 7.09" relative_energy_kcal_mol=5.6 spin_multiplicity=5 charge=+2
Rh 0.15450 0.01439 1.12775 0.7 -0.2 -0.3
C -1.01404 -0.74128 4.20963 0.1 0.0 0.0
C -1.61524 -0.35149 2.88720 -0.2 0.1 0.1
C -2.31856 0.85383 2.76057 0.0 0.0 0.1
C -3.11178 1.11826 1.64834 0.0 0.0 0.0
C -4.01818 2.31498 1.61099 0.0 0.0 0.0
C -3.10184 0.20583 0.58915 0.0 0.0 -0.1
C -2.38710 -0.97983 0.64427 -0.1 -0.1 0.1
C -2.50630 -2.00869 -0.44276 0.0 0.0 0.0
C -1.64615 -1.26054 1.81423 -0.3 -0.1 0.0
H -0.57016 0.11508 4.72143 0.0 0.0 0.0
H -0.27112 -1.53132 4.10339 0.0 0.0 0.0
H -1.80058 -1.12574 4.86138 0.0 0.0 0.0
H -2.31591 1.54935 3.59398 0.0 0.0 0.0
H -3.48808 3.24021 1.83563 0.0 0.0 0.0
H -4.80071 2.20911 2.36447 0.0 0.0 0.0
H -4.50060 2.41979 0.64110 0.0 0.0 0.0
H -3.71401 0.40676 -0.28240 0.0 0.0 0.0
H -1.66622 -2.70216 -0.43759 0.0 0.0 0.0
H -2.57617 -1.54584 -1.42747 0.0 0.0 0.0
H -3.41640 -2.59343 -0.29344 0.0 0.0 0.0
H -1.24819 -2.26100 1.94927 0.1 0.0 0.0
O 1.80088 -0.38022 2.76994 -0.1 -0.1 0.0
H 1.68580 -0.25206 3.71964 0.0 0.0 0.0
H 2.61402 -0.88694 2.65354 0.0 0.0 0.0
C 1.68627 4.96330 1.50075 0.0 0.0 0.0
C 0.78008 3.81020 1.76953 0.0 -0.1 0.0
C -0.68472 4.05916 1.63152 0.0 0.1 0.0
C 1.12540 2.90686 2.91273 -0.1 -0.2 -0.1
Si 0.91229 2.01585 -0.12666 0.1 0.3 0.1
C -0.10876 2.78137 -1.55244 -0.1 0.1 -0.1
C -1.60769 2.55339 -1.33873 0.0 0.0 0.0
C 0.13024 4.26352 -1.87218 0.1 0.0 0.0
C 0.28098 1.95382 -2.79802 0.0 0.0 0.0
C 2.82018 1.97849 -0.40936 0.2 0.1 -0.1
C 3.11937 0.72637 -1.26112 0.0 0.0 0.0
C 3.33831 3.21190 -1.17017 0.0 0.0 0.0
C 3.64561 1.82610 0.87335 -0.1 0.0 0.0
H 1.46193 5.73234 2.25628 0.0 0.0 0.0
H 1.50632 5.43179 0.53553 0.0 0.0 -0.1
H 2.73970 4.72151 1.60678 0.1 0.0 0.0
H -1.02667 4.52814 2.56538 0.0 0.0 0.0
H -1.24096 3.12862 1.53333 -0.1 -0.1 0.0
H -0.94449 4.73531 0.82184 0.0 0.0 0.0
H 0.83784 3.41029 3.84532 0.0 0.1 0.0
H 2.18167 2.66324 2.97437 0.0 0.0 0.0
H 0.53272 1.98292 2.85936 0.1 0.1 0.1
H -1.99591 3.05761 -0.45450 0.0 0.0 0.0
H -1.83582 1.49075 -1.25555 0.0 0.0 0.0
H -2.15189 2.94157 -2.20432 0.0 0.0 0.0
H -0.22232 4.92452 -1.08449 0.0 0.0 0.1
H -0.44296 4.51185 -2.76979 0.0 0.0 0.0
H 1.17339 4.49609 -2.08067 0.0 0.0 0.0
H 0.13930 0.87905 -2.65342 0.0 0.0 0.0
H 1.29960 2.12885 -3.13266 0.1 0.0 0.0
H -0.38662 2.24890 -3.61220 0.0 0.0 0.0
H 2.61002 0.71398 -2.22285 0.0 0.0 0.0
H 2.89072 -0.19336 -0.72426 0.0 -0.1 0.0
H 4.19346 0.71653 -1.46912 0.0 0.0 0.0
H 2.93225 3.29073 -2.17600 0.0 0.0 0.0
H 4.42263 3.11372 -1.27235 0.0 0.0 0.0
H 3.14875 4.14886 -0.64982 0.0 0.0 0.0
H 3.37086 0.93155 1.43267 0.0 0.1 0.0
H 3.56995 2.68241 1.53876 0.0 0.1 0.0
H 4.69870 1.73193 0.59681 0.0 0.0 0.0
C 1.61210 -5.54268 -1.95686 0.0 0.0 0.0
C 1.38822 -4.23571 -1.26368 0.0 0.0 0.0
C 1.49741 -4.11494 0.12128 0.0 0.0 0.0
C 1.26930 -2.89682 0.72425 0.1 0.1 0.0
N 0.94707 -1.78800 0.03955 -0.2 -0.1 0.0
C 0.82686 -1.90348 -1.29016 0.0 0.1 0.0
C 1.03937 -3.08517 -1.96766 0.0 0.0 0.0
H 2.38382 -6.12691 -1.45852 0.0 0.0 0.0
H 1.89556 -5.39664 -2.99714 0.0 0.0 0.0
H 0.69173 -6.13075 -1.94019 0.0 0.0 0.0
H 1.76385 -4.96839 0.73100 0.0 0.0 0.0
H 1.34400 -2.79435 1.80059 0.0 0.0 0.0
H 0.55504 -1.00415 -1.82671 0.0 0.0 0.0
H 0.93431 -3.10541 -3.04452 0.0 0.0 0.0


125
Properties=species:S:1:pos:R:3:forces:R:3 method="wB97M-V/def2-TZVPD" mol_weight_g_mol=977.38 total_energy_ev=-152865.3088 homo_lumo_gap_ev=5.04 spin_multiplicity=1 charge=+1
C -5.16734 1.58258 5.81063 1.0 -1.2 0.3
C -4.71790 0.42481 4.85965 -1.0 0.6 -0.5
C -5.47210 -0.91297 5.08200 0.7 0.2 0.3
C -4.69106 -1.97964 5.91387 -0.1 1.1 -0.9
C -3.95478 -1.24564 7.05763 0.0 -0.7 0.3
C -3.69143 -2.73435 5.03645 -1.3 0.6 1.5
N -3.45241 -2.16781 3.88377 0.7 -1.5 0.4
N -2.55848 -2.83165 3.14041 -0.1 0.2 -0.7
C -2.30764 -2.19070 1.81802 0.7 1.8 -0.8
F -3.18438 -1.19399 1.67476 -0.5 0.1 0.3
F -2.58265 -3.04889 0.83832 0.1 -0.8 0.0
C -0.92473 -1.57386 1.72137 0.4 -0.4 0.1
C -0.06001 -1.81753 0.64837 0.1 0.2 0.2
C 1.18638 -1.19784 0.59553 -0.6 0.1 0.9
C 1.57187 -0.32312 1.63988 -0.3 -0.5 -0.6
C 0.70835 -0.10572 2.70251 -0.3 -0.6 0.1
C 1.03858 0.82826 3.84149 -0.5 0.5 -1.2
F 0.50914 0.43297 4.98972 0.0 -0.4 0.7
F 2.33297 1.03072 3.98666 0.7 -0.2 0.3
F 0.49394 2.03362 3.57638 -0.2 0.4 0.0
C -0.54161 -0.73107 2.74866 0.3 0.1 -0.1
C -1.90971 -3.93314 3.45570 1.1 -1.6 0.7
C -0.87469 -4.59471 2.56285 -0.5 0.2 0.2
C -2.15636 -4.58194 4.70629 -1.6 1.2 -0.2
P -1.28927 -6.11679 5.21315 1.5 0.0 1.2
S 0.29242 -5.79385 6.30405 -0.2 0.2 -0.4
C -3.11198 -3.95591 5.53063 0.7 -0.5 -0.6
C -3.50372 -4.52640 6.86419 0.9 -0.6 -0.2
C -2.44671 -4.24058 7.99271 -1.4 -0.4 0.7
C -3.22098 -4.13624 9.32795 -0.1 1.0 0.1
C -2.35172 -3.58654 10.48421 -0.3 -1.5 -0.3
C -1.59935 -4.76358 11.19566 0.1 1.1 -0.3
N -0.22567 -4.42001 11.56610 -0.3 -0.5 0.2
H -4.30203 1.86945 6.41611 -0.2 0.4 -0.1
H -5.89221 1.17675 6.51879 -0.2 0.4 -0.1
H -5.55853 2.43667 5.26739 -0.1 0.0 0.1
H -4.98680 0.75949 3.85124 0.2 -0.2 0.0
H -3.63274 0.31611 4.84105 -0.1 -0.1 0.1
H -6.38829 -0.71023 5.63761 0.0 -0.1 -0.2
H -5.75438 -1.30649 4.10387 -0.1 -0.2 0.2
H -5.46696 -2.64597 6.29466 0.3 -0.2 0.1
H -3.62580 -1.91571 7.85449 -0.1 0.0 -0.1
H -3.05835 -0.74638 6.68691 -0.2 0.2 0.0
H -4.63556 -0.53273 7.52048 0.1 0.1 -0.1
H -0.33739 -2.49070 -0.15438 -0.1 0.0 0.1
H 1.80793 -1.40350 -0.25994 0.3 0.2 0.1
H 2.52921 0.17739 1.59261 0.0 -0.1 0.0
H -1.20075 -0.54124 3.58870 0.0 0.0 0.0
H -1.23947 -5.60807 2.37936 0.1 0.1 -0.3
H -0.68376 -4.08759 1.62780 0.0 -0.1 0.0
H 0.06056 -4.69604 3.12215 -0.1 0.2 0.0
H -0.94303 -6.86624 4.07333 -0.7 0.1 -0.1
H -2.23056 -6.87896 5.93394 -0.2 0.1 -0.6
H -4.50620 -4.26305 7.18517 0.1 0.3 -0.2
H -3.50422 -5.61463 6.74059 -0.3 0.2 0.1
H -1.89107 -3.32229 7.80965 0.2 -0.2 -0.1
H -1.80460 -5.11603 8.07764 0.4 0.4 -0.2
H -4.07192 -3.45329 9.19894 0.1 -0.1 -0.1
H -3.66911 -5.10227 9.58379 0.1 0.0 0.0
H -2.99522 -3.09291 11.21511 0.1 0.2 -0.1
H -1.64802 -2.87003 10.05514 0.1 0.0 0.2
H -1.60257 -5.63238 10.53342 0.2 0.0 0.1
H -2.17570 -5.02688 12.08606 0.1 -0.1 0.0
H -0.16497 -3.44203 11.80657 0.2 0.1 0.0
H 0.41150 -4.61731 10.80938 0.1 0.1 -0.1
C 2.26460 3.27175 -0.69647 0.1 0.1 0.0
S 1.54364 1.70261 -1.19392 0.0 0.2 -0.1
O 2.60151 0.66335 -1.02292 0.1 0.1 -0.1
C 1.45695 2.07999 -2.94699 0.0 0.0 -0.1
H 2.44514 3.23826 0.37644 0.0 0.0 0.0
H 3.20717 3.42582 -1.22166 0.0 -0.1 0.0
H 1.56675 4.07742 -0.92300 0.0 0.0 0.0
H 2.45276 2.31335 -3.32285 0.0 0.0 0.1
H 0.78561 2.92395 -3.10436 0.0 0.0 0.0
H 1.06810 1.20663 -3.46641 0.0 0.0 0.0
C 4.04257 -0.72873 -6.64003 0.1 -0.1 0.0
S 3.52142 0.91040 -6.11429 0.0 -0.1 -0.1
O 3.54809 1.79023 -7.31292 0.0 0.1 0.1
C 4.99817 1.27035 -5.15041 0.1 0.0 0.0
H 3.27494 -1.13171 -7.29747 0.0 0.1 0.0
H 4.98759 -0.65998 -7.18043 0.0 0.1 0.0
H 4.15001 -1.37150 -5.76583 0.0 0.0 0.0
H 5.87882 1.20443 -5.78990 0.0 0.0 0.0
H 5.07468 0.56202 -4.32488 0.0 0.0 0.0
H 4.90745 2.28094 -4.75535 0.0 0.0 0.0
C 7.00717 2.52241 -9.05174 0.1 0.0 0.0
S 6.28450 0.95249 -9.54013 -0.1 -0.1 -0.1
O 7.33205 -0.09286 -9.34622 0.0 0.1 0.1
C 6.20962 1.31963 -11.29508 0.0 0.0 -0.1
H 7.18241 2.49671 -7.97727 0.0 -0.1 0.0
H 7.95310 2.66882 -9.57371 0.0 -0.1 0.0
H 6.31636 3.32518 -9.29207 0.0 0.0 -0.1
H 7.21007 1.54776 -11.66419 0.0 0.0 0.1
H 5.54203 2.16634 -11.46209 0.0 0.0 0.0
H 5.82201 0.43926 -11.80482 0.0 0.0 0.1
C 4.25810 5.29522 -9.16135 0.1 0.2 0.0
S 3.63767 4.54884 -10.67330 -0.2 0.0 0.2
O 4.80739 4.31213 -11.57350 0.1 0.0 0.0
C 2.80110 6.02304 -11.26918 0.1 0.2 -0.2
H 4.85368 4.55569 -8.63448 -0.1 -0.1 0.0
H 4.87401 6.16006 -9.41011 0.0 0.0 -0.1
H 3.41442 5.58953 -8.53710 0.0 -0.1 0.0
H 3.52239 6.83525 -11.36851 0.1 -0.1 0.1
H 2.01256 6.29704 -10.56861 0.0 -0.1 0.0
H 2.36322 5.79485 -12.23952 0.0 -0.1 0.0
C 8.34079 8.23659 -11.78547 0.1 0.0 0.1
S 6.62395 7.81665 -12.11450 0.0 -0.1 -0.1
O 5.98128 7.52810 -10.79909 0.1 0.0 0.0
C 6.96558 6.23980 -12.90505 0.0 -0.1 -0.1
H 8.36238 9.18485 -11.25210 -0.1 0.0 0.0
H 8.79749 7.46034 -11.17132 -0.1 0.0 0.0
H 8.87454 8.33731 -12.73018 0.0 0.0 0.0
H 7.51365 5.59404 -12.21970 -0.1 0.0 0.1
H 7.54614 6.41339 -13.81216 0.0 0.1 0.0
H 6.01819 5.77143 -13.16001 0.0 0.0 0.1
C -10.85473 -0.74622 5.20031 0.0 0.1 0.0
S -9.82295 -2.20388 5.39780 -0.1 0.0 0.0
O -8.47012 -1.72937 5.81013 0.0 0.0 -0.1
C -9.72974 -2.60884 3.64816 0.0 0.0 -0.1
H -11.00547 -0.30366 6.18263 0.0 -0.1 0.0
H -10.35743 -0.02868 4.54749 0.0 0.0 0.0
H -11.81708 -1.03893 4.78105 0.0 0.0 0.0
H -9.30699 -1.76820 3.09733 0.0 0.0 0.1
H -10.72745 -2.84263 3.27752 0.0 0.0 0.0
H -9.08783 -3.48042 3.53655 0.0 0.0 0.1


12
Properties=species:S:1:pos:R:3:forces:R:3 method="wB97M-V/def2-TZVPD" mol_weight_g_mol=186.00 total_energy_ev=-13265.4672 homo_lumo_gap_ev=8.18 relative_energy_kcal_mol=32.3 spin_multiplicity=1 smiles=CNN(C)I charge=0
C -0.75853 -1.28550 -0.30662 -1.3 -0.2 3.7
C 0.09002 1.49701 -0.14725 1.7 2.2 0.0
N -0.17379 -0.58873 0.86837 1.4 -0.1 0.7
N 0.77611 0.50569 0.61914 -1.5 -3.3 2.2
I 2.69240 -0.10118 -0.15907 -0.6 0.2 -0.2
H -0.77940 -0.46690 -0.94476 0.2 0.3 -2.6
H -0.24315 -2.25477 -0.40913 -0.3 0.6 -1.1
H -1.85591 -1.40491 -0.00271 1.4 -0.4 -0.6
H 0.76443 2.38949 -0.02383 -1.1 -0.2 0.3
H 0.25030 1.36767 -1.18404 -0.8 -0.5 -1.6
H -0.95931 1.66141 0.16535 0.8 -0.2 -0.1
H 0.19682 -1.31930 1.52455 0.0 1.6 -0.7


18
Properties=species:S:1:pos:R:3:forces:R:3 method="wB97M-V/def2-TZVPD" mol_weight_g_mol=97.16 total_energy_ev=-7886.1102 homo_lumo_gap_ev="7.64 / 7.61" relative_energy_kcal_mol=102.0 spin_multiplicity=1 charge=0
C 0.13187 1.50661 1.03595 0.0 -0.1 0.0
C -0.23930 0.05623 1.21447 0.8 0.1 -0.3
C -0.91565 -0.63165 0.07999 -3.1 1.8 0.1
C -1.71616 0.09418 -0.81590 0.7 -1.1 1.8
N 0.02839 -0.64914 2.23573 0.3 -0.3 -0.2
H 0.60654 -0.15707 2.91689 -0.4 0.3 0.0
H -1.28526 -1.59881 0.40272 0.4 -0.3 -0.4
H 0.62134 1.66023 0.07349 0.0 0.0 -0.1
H 0.80911 1.83435 1.82418 -0.1 0.0 0.0
H -0.76779 2.12455 1.06291 0.0 0.0 0.0
H -1.65852 1.16798 -0.89906 0.2 0.1 -0.1
H -2.47613 -0.40763 -1.39519 0.1 -0.1 -0.1
C 0.48819 -1.05471 -1.33435 1.0 0.4 -2.7
C 1.75934 -0.64907 -1.04746 -0.5 0.4 0.4
H 2.30160 0.00839 -1.71166 -0.3 0.6 0.2
H 0.21179 -2.09500 -1.45103 -0.7 0.0 1.2
H -0.06214 -0.46980 -2.14178 1.1 -0.8 0.2
H 2.16277 -0.73964 -0.04990 0.5 -0.9 -0.1